Entry from the OMol25 dataset: a cluster of 13 separate species, C40H113N7O19 in total at a distorted geometry (ωB97M-V with the def2-TZVPD basis set).

The geometry in XYZ format:
```
179
Properties=species:S:1:pos:R:3:forces:R:3
C -6.29921 4.11389 0.76463 -0.834 -1.613 -0.884
C -5.07561 3.71280 -0.04602 0.594 -0.490 1.158
O -4.03630 3.25415 0.83894 -0.102 -0.041 -0.080
O -6.92741 2.90795 1.27943 0.612 0.318 0.543
H -7.06031 4.53311 0.09566 0.388 0.812 0.270
H -6.01266 4.70554 1.62970 -0.198 0.273 -0.151
H -4.59659 4.54632 -0.55957 -0.376 0.036 -0.299
H -5.32399 2.87514 -0.70167 -0.107 0.386 -0.451
H -4.27334 2.40317 1.22578 -0.211 0.097 -0.046
H -7.55556 2.55467 0.64545 0.039 0.074 -0.169
C -6.15844 -1.10894 -0.35863 0.033 0.682 0.820
C -5.19390 0.05969 -0.39754 0.247 0.180 0.838
O -4.77231 0.34973 -1.70409 0.255 0.655 -0.401
O -7.47466 -0.69157 -0.73572 0.402 -0.343 -0.746
H -6.26047 -1.41823 0.68425 0.126 -0.346 -0.095
H -5.75410 -1.89408 -0.99941 -0.211 -0.243 0.110
H -4.35565 -0.03423 0.31321 0.184 -0.679 -0.343
H -5.68670 0.93151 0.04371 -0.393 0.062 -0.498
H -4.04210 -0.23098 -1.96869 -0.323 -0.243 0.091
H -7.45983 -0.70403 -1.70243 -0.281 0.182 0.172
C 3.32870 0.77496 2.29134 0.109 -0.601 0.261
C 4.68762 0.12633 2.18847 0.810 0.607 -1.126
O 4.99808 -0.66815 3.31473 -0.373 0.088 0.130
O 2.32841 -0.19787 1.96854 0.004 0.720 0.241
H 3.26517 1.63578 1.61737 0.122 -0.119 -0.098
H 3.24155 1.16337 3.31867 -0.264 -0.151 -0.080
H 5.43767 0.92346 2.02560 -0.120 -0.004 0.501
H 4.76779 -0.43549 1.24715 -0.378 -0.255 0.192
H 5.73141 -1.24585 3.09611 0.063 -0.026 -0.054
H 1.55059 0.30277 1.67970 -0.110 -0.301 -0.165
C 2.99572 -2.33843 -3.96662 1.065 -0.219 0.342
C 3.98388 -2.00888 -5.07949 -0.725 -0.800 0.424
O 5.30713 -2.23110 -4.55512 -0.521 0.375 -0.701
O 3.04713 -1.35722 -2.94125 -0.313 0.130 -0.015
H 3.31133 -3.31656 -3.56616 -0.168 0.096 -0.004
H 1.96902 -2.44489 -4.31359 -0.002 0.360 -0.047
H 3.80055 -0.97917 -5.40313 0.323 -0.022 -0.104
H 3.79157 -2.72225 -5.89330 0.063 0.287 -0.094
H 5.85913 -2.27893 -5.34445 0.308 0.036 0.379
H 3.96590 -1.22366 -2.67799 -0.019 -0.222 -0.104
C -3.01435 -2.96926 -3.56627 -0.906 0.194 0.681
C -2.56505 -1.89417 -4.52736 -0.008 -0.018 0.233
O -1.47947 -1.20049 -3.93060 0.206 -0.138 -0.311
O -3.64026 -2.39217 -2.41335 0.499 0.052 0.326
H -2.17410 -3.62018 -3.30534 0.114 0.188 0.134
H -3.80471 -3.62019 -3.94689 0.218 0.084 -0.658
H -3.35139 -1.15136 -4.69245 -0.295 -0.388 -0.194
H -2.30872 -2.40442 -5.46907 0.187 0.358 -0.036
H -1.49249 -0.28365 -4.25716 0.000 -0.187 0.121
H -2.99512 -2.32446 -1.68089 0.088 -0.089 0.032
C -3.71813 3.06239 -4.21426 -0.136 0.541 0.283
C -2.35136 2.49827 -3.86840 -0.594 -0.124 0.558
O -1.97681 1.42060 -4.74036 0.167 0.717 0.046
O -3.62298 4.12880 -5.16419 0.311 -0.509 -0.092
H -4.18280 3.44539 -3.29756 0.137 -0.018 0.050
H -4.35004 2.22836 -4.54558 0.087 0.137 -0.221
H -2.48053 2.11391 -2.85006 0.237 -0.486 -0.264
H -1.57051 3.26121 -3.78270 -0.123 0.039 -0.377
H -1.71634 1.83302 -5.57394 -0.007 -0.224 0.036
H -4.44048 4.63002 -5.17332 -0.101 -0.065 0.013
C 0.04344 6.53602 0.29599 -0.345 2.065 -0.698
C -1.46057 6.24228 0.35109 0.671 -0.380 0.645
C -2.18608 6.32258 -0.99679 0.090 -0.809 0.407
O -1.69645 7.37846 -1.77512 -0.296 -0.286 -0.354
C -2.19678 8.61728 -1.38643 -1.192 1.540 -0.856
N -1.58915 4.89690 0.92021 -1.342 0.003 -0.640
H 0.23172 7.31261 -0.46252 -0.055 -0.429 -0.203
H 0.67595 5.68917 0.06491 -0.052 -0.257 0.232
H 0.34484 7.11356 1.17494 0.172 -0.787 0.413
H -1.94118 7.04324 0.93638 0.174 -0.153 0.321
H -3.26482 6.44563 -0.83027 -0.016 0.173 0.159
H -2.12199 5.36103 -1.51759 0.547 0.217 -0.329
H -3.15771 8.59575 -0.85177 0.417 -0.516 0.556
H -2.54136 9.18801 -2.26669 0.606 -0.243 -0.197
H -1.48592 9.27107 -0.87873 0.151 -0.324 0.308
H -1.33110 4.79857 1.89384 0.099 0.363 0.028
H -2.55337 4.55036 0.83067 0.600 0.054 0.274
C 7.71647 -4.52112 -0.06256 0.674 0.176 0.648
C 6.62587 -5.48376 -0.45872 -1.260 0.786 -1.712
C 5.26726 -5.14783 0.14750 -0.496 -0.594 0.180
O 4.77790 -3.87771 -0.20209 0.982 0.849 0.181
C 3.70960 -3.46047 0.62332 0.123 -0.106 -0.158
N 6.54648 -5.47931 -1.94645 -0.550 -0.561 -0.419
H 7.78707 -4.34698 1.01710 -0.048 -0.367 0.012
H 7.59219 -3.51673 -0.47069 -0.344 -0.200 -0.338
H 8.67883 -4.89051 -0.41813 -0.011 0.017 0.048
H 6.79748 -6.53801 -0.23639 0.449 0.176 0.551
H 5.35282 -5.28509 1.23886 -0.245 0.230 -0.044
H 4.50561 -5.84148 -0.24483 0.273 -0.473 0.309
H 2.83142 -4.05341 0.33548 -0.176 0.128 0.479
H 3.50719 -2.39961 0.48123 -0.003 -0.070 -0.351
H 3.97940 -3.56846 1.68138 -0.249 -0.268 -0.021
H 5.98959 -6.28681 -2.23626 0.410 -0.074 0.135
H 5.96285 -4.72992 -2.31755 0.388 0.457 0.476
C 1.51262 -6.26869 2.67565 1.339 -0.461 0.153
C 0.11067 -6.15514 2.14955 -1.394 0.862 1.711
C -0.01632 -5.96572 0.66159 -0.693 -0.573 0.147
O -1.39904 -5.72829 0.40551 -0.281 -0.227 0.371
C -1.71274 -5.71634 -0.95010 -0.039 0.960 -1.121
N -0.81241 -7.20170 2.69856 0.952 0.116 -1.316
H 1.61681 -6.49562 3.74196 -0.696 0.132 0.052
H 2.09510 -5.35096 2.55937 -0.200 0.039 -0.303
H 2.10734 -7.07704 2.23195 -0.257 0.072 -0.382
H -0.33990 -5.23414 2.56131 0.603 0.316 -0.145
H 0.27806 -6.89352 0.15301 0.287 0.293 -0.255
H 0.52318 -5.06105 0.35732 0.442 -0.339 -0.196
H -1.51931 -6.65030 -1.48422 0.179 -0.124 0.214
H -1.18388 -4.88941 -1.45539 0.368 -0.334 -0.100
H -2.75070 -5.43124 -1.13620 -0.192 -0.303 0.586
H -0.56869 -7.34075 3.66856 -0.279 0.070 0.125
H -1.72819 -6.77937 2.60439 -0.157 -0.417 0.328
C 0.30172 -1.73297 -1.06123 -0.376 1.392 0.293
C -0.65624 -1.51724 0.10495 0.728 -0.876 -0.445
C -1.13536 -0.10069 0.21336 -1.723 0.512 -0.059
O -0.09062 0.81184 0.29197 0.969 -0.177 0.342
C -0.47191 2.13559 0.02095 -0.294 0.335 0.073
N -1.82040 -2.42519 -0.00010 0.190 0.707 0.665
H 0.79786 -2.69617 -0.97886 0.107 -0.022 -0.278
H 1.00815 -0.89839 -1.01928 0.441 -0.510 0.043
H -0.21940 -1.55562 -2.00502 -0.067 -0.584 -0.056
H -0.10630 -1.75693 1.02853 0.061 0.171 0.027
H -1.81868 0.00310 1.08042 0.294 -0.077 0.284
H -1.82506 0.18747 -0.60061 0.377 -0.347 -0.424
H -1.33152 2.45301 0.61154 -0.088 -0.120 0.037
H -0.72004 2.26431 -1.03892 -0.019 -0.024 -0.030
H 0.34522 2.80294 0.27848 0.109 -0.068 0.008
H -2.23561 -2.32191 0.92925 -0.540 -0.486 -0.365
H -1.45805 -3.37690 0.01897 -0.129 0.026 0.003
C -2.14221 -2.84410 5.00120 -1.000 -0.118 0.222
C -2.64489 -1.93542 3.86963 0.125 -0.216 1.047
C -3.81749 -2.54407 3.12532 -0.026 0.785 -0.302
O -3.35250 -3.59924 2.33902 0.369 -0.582 0.547
C -4.27365 -4.16518 1.45077 -0.665 0.620 -0.595
N -3.07507 -0.63526 4.36595 0.023 0.635 -0.244
H -1.15097 -2.56152 5.34687 0.115 -0.212 -0.066
H -2.24707 -3.90557 4.76304 0.584 0.042 -0.272
H -2.83913 -2.72159 5.84084 0.152 0.137 0.051
H -1.80216 -1.75422 3.19589 -0.234 -0.021 -0.323
H -4.22917 -1.71686 2.52461 -0.106 -0.258 -0.212
H -4.61126 -2.85137 3.82359 0.089 -0.145 0.002
H -3.88587 -5.12135 1.12008 0.082 -0.062 -0.058
H -4.40988 -3.48317 0.59927 0.138 -0.220 -0.199
H -5.28854 -4.28828 1.84979 0.202 -0.151 0.450
H -2.28335 -0.06854 4.62902 -0.150 -0.101 -0.011
H -3.68817 -0.66424 5.17174 -0.019 -0.357 -0.049
C 2.49724 4.03437 5.03216 -0.487 0.068 -1.218
C 1.07910 4.25516 5.53773 -0.373 0.778 1.055
C 0.29419 2.94847 5.59931 0.636 0.399 0.792
O -0.24428 2.69051 4.32686 0.705 -0.471 -0.104
C -0.26271 1.29879 4.02406 -1.466 0.734 0.450
N 1.19935 4.82257 6.91161 -0.324 -0.332 0.062
H 3.09908 3.69894 5.87139 0.251 0.124 -0.055
H 2.88868 4.91523 4.51761 0.230 0.210 0.583
H 2.53592 3.29214 4.22710 -0.208 -0.215 0.254
H 0.47134 4.98459 4.98633 0.347 -0.375 -0.718
H -0.46790 2.98130 6.39308 -0.270 0.158 -0.321
H 1.00630 2.19338 5.96756 -0.125 -0.261 -0.460
H -0.94263 0.84908 4.75212 0.472 -0.306 0.290
H 0.71002 0.81222 4.07285 0.098 0.074 -0.288
H -0.81655 1.21502 3.08821 0.616 -0.185 -0.320
H 0.26541 5.00098 7.27608 0.119 -0.058 -0.003
H 1.64170 5.73519 6.86939 0.127 -0.117 -0.077
C 4.90593 2.31945 -5.26636 -0.322 -0.663 1.858
C 5.38070 3.07143 -4.03514 0.590 1.347 0.918
C 4.61595 2.64321 -2.78364 -0.164 -1.277 -0.772
O 3.33369 3.21947 -2.71916 0.065 0.076 -0.555
C 2.65330 2.76399 -1.59525 0.348 -0.434 1.570
N 6.80311 2.87188 -3.73282 0.068 -0.521 -0.041
H 5.45291 2.55638 -6.16857 -0.449 0.293 -0.329
H 3.82018 2.43223 -5.19125 0.028 0.380 -1.150
H 5.01869 1.25164 -5.03735 0.420 0.025 -0.218
H 5.19572 4.15731 -4.08689 -0.270 -0.123 -0.607
H 5.18827 2.80875 -1.86498 0.043 0.227 -0.007
H 4.47169 1.55725 -2.91556 0.172 -0.051 0.506
H 1.57749 2.84953 -1.68181 -0.031 0.388 -0.261
H 3.03290 3.28492 -0.70015 -0.401 0.396 -0.049
H 2.85751 1.72057 -1.30278 -0.012 -0.167 -0.745
H 7.40609 3.06879 -4.52046 -0.114 0.038 -0.088
H 7.08553 3.47753 -2.97231 0.034 -0.004 -0.051
```
Forces are in eV/Å.

Calculated values
Multiplicity ... 1
HOMO-LUMO gap ... 9.37 eV
Energy relative to the best compared isomer or geometry (same formula, charge and spin) ... 41.34 kcal per mole